Record 1
{
  "formula": "C16H11F13N2O",
  "method": "ωB97M-V/def2-TZVPD",
  "e_tot_ev": -57125.34938,
  "smiles": "CCc1ccc(/C=N/NC(=O)C(F)(F)C(F)(F)C(F)(F)C(F)(F)C(F)(F)C(F)(F)F)cc1",
  "spin_multiplicity": 1,
  "gap_ev": 8.8,
  "elements": ["C", "H", "H", "H", "C", "C", "C", "C", "C", "C", "C", "H", "H", "C", "N", "N", "C", "O", "C", "F", "F", "C", "F", "F", "C", "F", "F", "C", "F", "F", "C", "F", "F", "C", "F", "F", "F", "H", "H", "H", "H", "H", "H"],
  "xyz": [[-8.11139, 0.25536, 1.38278], [-9.19616, 0.26503, 1.45470], [-7.72917, -0.55803, 1.99524], [-7.72800, 1.19218, 1.78049], [-7.67545, 0.07643, -0.07381], [-6.17900, 0.06335, -0.16905], [-5.46988, -1.12810, -0.03590], [-4.09275, -1.14144, -0.07770], [-3.38062, 0.04888, -0.25335], [-4.09008, 1.24484, -0.38506], [-5.46908, 1.24712, -0.34188], [-6.00719, 2.17830, -0.44617], [-3.55139, 2.17127, -0.52219], [-1.93574, 0.07069, -0.30120], [-1.27677, -1.01637, -0.18432], [0.08290, -1.06090, -0.21879], [0.97247, -0.06419, -0.36823], [0.77379, 1.11337, -0.51900], [2.43590, -0.64487, -0.36023], [2.58677, -1.55073, 0.63710], [2.65350, -1.32272, -1.51196], [3.50727, 0.46786, -0.21221], [3.51908, 1.22618, -1.31759], [3.19600, 1.26109, 0.82698], [4.93886, -0.10623, 0.05152], [5.16585, -1.19155, -0.70853], [5.01307, -0.50086, 1.33381], [6.06061, 0.93555, -0.25094], [6.21180, 1.03350, -1.58215], [5.69911, 2.14708, 0.19878], [7.44582, 0.59069, 0.38257], [8.31972, 1.53549, -0.00765], [7.36365, 0.65895, 1.72120], [8.03756, -0.79922, -0.00891], [7.95124, -1.01655, -1.31575], [9.31781, -0.85071, 0.33312], [7.40577, -1.78166, 0.62213], [0.41879, -2.01129, -0.10265], [-1.47216, 1.04506, -0.43738], [-3.54153, -2.06263, 0.02285], [-6.01182, -2.05320, 0.09901], [-8.08021, -0.86208, -0.45711], [-8.07897, 0.89506, -0.67258]],
  "forces_ev_per_angstrom": [[-0.1, 0.0, -0.2], [-0.1, 0.0, 0.1], [0.0, -0.1, 0.1], [0.0, 0.1, 0.1], [0.0, 0.0, 0.2], [0.0, 0.1, -0.2], [0.0, 0.1, 0.0], [0.1, 0.2, 0.0], [-0.9, -0.1, 0.0], [0.3, -0.3, 0.0], [-0.2, -0.1, 0.0], [-0.1, 0.1, 0.0], [0.1, 0.1, 0.0], [0.9, 0.3, -0.1], [-0.6, -0.1, 0.0], [0.0, -0.4, 0.1], [0.9, -0.3, 0.0], [-0.3, 0.2, -0.1], [-0.3, 0.1, -0.2], [0.0, 0.1, 0.2], [-0.1, 0.2, -0.2], [0.1, 0.0, 0.1], [0.1, -0.2, -0.2], [-0.1, -0.2, 0.2], [0.0, 0.1, 0.0], [-0.1, 0.1, -0.3], [-0.1, 0.2, 0.1], [0.0, -0.1, -0.1], [0.1, -0.1, 0.0], [0.0, 0.0, 0.3], [0.2, 0.0, 0.0], [-0.1, 0.0, -0.3], [-0.1, -0.1, 0.0], [0.1, -0.1, 0.0], [-0.1, 0.1, -0.2], [0.2, 0.2, 0.2], [-0.2, 0.0, 0.2], [0.0, 0.4, 0.0], [0.1, -0.1, 0.0], [0.0, -0.1, 0.0], [-0.1, -0.1, 0.0], [0.0, 0.0, -0.1], [0.0, -0.1, -0.1]],
  "mulliken_charge": [-1.051, 0.343, 0.329, 0.329, -1.016, 0.798, -0.545, -0.742, 0.862, -0.758, -0.491, 0.394, 0.384, -0.561, -0.942, 0.389, 0.097, -0.576, 1.091, -0.334, -0.305, 0.622, -0.317, -0.294, 0.587, -0.339, -0.310, 0.656, -0.284, -0.295, 0.555, -0.293, -0.257, 0.680, -0.234, -0.260, -0.227, 0.279, 0.552, 0.420, 0.362, 0.349, 0.354]
}



Record 2
{
  "formula": "C16H11FeN4Se",
  "method": "ωB97M-V/def2-TZVPD",
  "e_tot_ev": -122449.86625,
  "s2": 8.7771,
  "charge": 2,
  "spin_multiplicity": 6,
  "gap_ev": [8.6, 5.6],
  "elements": ["Fe", "C", "C", "C", "C", "N", "C", "C", "C", "C", "C", "C", "N", "C", "C", "C", "C", "C", "N", "H", "H", "H", "H", "H", "H", "H", "H", "H", "H", "H", "Se", "C", "N"],
  "xyz": [[-0.00492, 0.29770, -0.44628], [4.36295, -0.39152, -0.32354], [4.67390, -0.24839, 1.01821], [3.65256, -0.12114, 1.94946], [2.33736, -0.11372, 1.51461], [2.04400, -0.23136, 0.20511], [3.02747, -0.37788, -0.68757], [1.16295, -0.01861, 2.41074], [1.20749, -0.04432, 3.79811], [0.00928, -0.03148, 4.49631], [-1.19368, -0.03936, 3.80594], [-1.15834, -0.01401, 2.41835], [0.00043, 0.03598, 1.76967], [-2.33778, -0.10441, 1.52792], [-3.65114, -0.10392, 1.96852], [-4.67666, -0.22697, 1.04118], [-4.37228, -0.37374, -0.30155], [-3.03828, -0.36785, -0.67102], [-2.05043, -0.22541, 0.21750], [5.13126, -0.50771, -1.07389], [5.70547, -0.23941, 1.34354], [3.88190, -0.03199, 3.00089], [2.73509, -0.50026, -1.72337], [2.14544, -0.09428, 4.33143], [0.01329, -0.04370, 5.57775], [-2.12755, -0.08530, 4.34690], [-3.87442, -0.01202, 3.02106], [-5.70685, -0.21190, 1.37080], [-5.14399, -0.48720, -1.04886], [-2.75032, -0.49354, -1.70777], [0.00101, 5.12991, -0.16187], [-0.00107, 3.39178, -0.29080], [-0.00194, 2.23049, -0.38853]],
  "forces_ev_per_angstrom": [[0.0, -1.3, 2.4], [-0.1, 0.0, 0.0], [0.0, 0.0, 0.0], [-0.2, 0.0, 0.0], [0.2, 0.0, -0.1], [-0.6, 0.3, -0.8], [0.3, 0.0, 0.1], [-0.1, 0.0, 0.2], [0.1, 0.0, 0.0], [0.0, 0.0, -0.1], [-0.1, 0.0, 0.0], [0.1, 0.0, 0.2], [0.0, 0.0, -0.6], [-0.2, 0.0, -0.1], [0.2, 0.0, 0.0], [-0.1, 0.0, 0.0], [0.1, 0.0, 0.0], [-0.3, 0.0, 0.1], [0.6, 0.3, -0.8], [0.0, 0.0, 0.0], [0.0, 0.0, 0.0], [0.0, 0.0, 0.0], [0.0, 0.0, 0.0], [0.0, 0.0, 0.0], [0.0, 0.0, 0.0], [0.0, 0.0, 0.0], [0.0, 0.0, 0.0], [0.0, 0.0, 0.0], [0.0, 0.0, 0.0], [0.0, 0.0, 0.0], [0.0, 1.2, 0.1], [0.0, -1.5, -0.1], [0.0, 1.1, -0.3]],
  "mulliken_spin": [3.827, 0.000, 0.005, -0.001, 0.008, 0.024, -0.009, 0.020, 0.002, -0.001, 0.002, 0.020, 0.053, 0.008, -0.001, 0.005, 0.000, -0.009, 0.024, 0.000, 0.000, 0.000, -0.005, -0.001, 0.000, -0.001, 0.000, 0.000, 0.000, -0.005, 0.911, -0.084, 0.208]
}



Record 3
{
  "formula": "C16H11N3O4PdS4",
  "method": "ωB97M-V/def2-TZVPD",
  "e_tot_ev": -76252.24036,
  "s2": 2.0096,
  "charge": -2,
  "spin_multiplicity": 3,
  "gap_ev": [6.0, 6.0],
  "elements": ["Pd", "S", "C", "C", "N", "C", "S", "C", "N", "O", "N", "C", "C", "C", "C", "C", "S", "H", "H", "H", "H", "C", "C", "C", "C", "C", "C", "C", "S", "O", "O", "O", "H", "H", "H", "H", "H", "H", "H"],
  "xyz": [[-1.14872, -0.37405, 0.61253], [-2.71457, -2.19163, 1.03100], [-3.31514, -2.52578, -0.56569], [-4.42751, -3.45028, -0.65056], [-5.30837, -4.19317, -0.68800], [-2.80426, -1.99514, -1.70440], [-1.49256, -0.86211, -1.75700], [-3.36221, -2.38408, -2.98417], [-3.78635, -2.70334, -4.00749], [-0.18428, 1.60939, -0.46424], [-0.46263, 2.66849, 0.23558], [0.45212, 3.66404, 0.28009], [0.23260, 4.82907, 0.96559], [-0.97241, 4.97447, 1.65513], [-1.88275, 3.94747, 1.62331], [-1.65328, 2.75815, 0.90708], [-2.77880, 1.46476, 0.83929], [1.34908, 3.43757, -0.27503], [0.99663, 5.59389, 0.96543], [-1.18149, 5.87150, 2.22489], [-2.81490, 4.00648, 2.16847], [3.28661, -2.26495, -2.56460], [2.67718, -1.81687, -1.26254], [3.03408, -0.58611, -0.69760], [2.44610, -0.14026, 0.46607], [1.47788, -0.92778, 1.09292], [1.13151, -2.15789, 0.56293], [1.73313, -2.59228, -0.61682], [0.81977, -0.36166, 2.66467], [0.27641, 0.97012, 2.38335], [1.96445, -0.34477, 3.55783], [-0.21702, -1.32648, 3.00195], [4.30812, -1.89438, -2.67398], [2.70625, -1.89243, -3.41304], [3.30696, -3.35351, -2.63567], [3.77386, 0.03208, -1.19804], [2.70799, 0.81775, 0.89635], [0.40233, -2.77002, 1.07688], [1.42421, -3.53625, -1.05246]],
  "forces_ev_per_angstrom": [[-1.2, 0.3, -1.2], [0.1, 0.0, 0.1], [-0.4, -0.4, 0.2], [0.4, 0.3, 0.1], [0.0, 0.0, 0.0], [0.0, 0.0, -0.7], [0.1, 0.0, 0.1], [0.2, 0.1, 0.5], [0.0, 0.0, -0.1], [0.2, 0.0, 0.2], [0.1, -0.1, -0.1], [-0.1, -0.1, 0.0], [0.0, 0.0, 0.0], [0.1, 0.0, 0.0], [-0.1, -0.1, 0.0], [0.0, 0.1, 0.1], [0.2, 0.0, 0.1], [0.0, 0.0, 0.0], [0.0, 0.0, 0.0], [0.0, 0.0, 0.0], [0.0, 0.0, 0.0], [0.0, 0.0, 0.0], [0.1, 0.1, 0.0], [0.0, 0.0, -0.1], [-0.2, -0.1, -0.1], [0.4, 0.1, 0.3], [0.1, -0.1, 0.0], [-0.2, 0.0, 0.0], [0.2, 0.1, 0.4], [0.2, -0.1, 0.0], [0.1, 0.0, 0.1], [0.1, -0.1, 0.1], [0.0, 0.0, 0.0], [0.0, 0.0, 0.0], [0.0, 0.0, 0.0], [0.0, 0.0, 0.0], [0.0, 0.0, 0.0], [0.0, 0.0, 0.0], [0.0, 0.0, 0.0]],
  "mulliken_spin": [1.120, 0.276, 0.022, -0.033, 0.007, -0.008, 0.327, -0.032, 0.006, 0.028, -0.001, 0.002, 0.004, 0.010, -0.014, 0.003, 0.254, 0.000, 0.000, 0.000, -0.002, 0.002, 0.003, 0.006, 0.012, 0.041, -0.050, 0.010, -0.009, 0.013, 0.001, 0.002, 0.000, 0.000, 0.000, 0.001, 0.000, 0.000, 0.001]
}



Record 4
{
  "formula": "C16H11N3O4Sr",
  "method": "ωB97M-V/def2-TZVPD",
  "e_tot_ev": -30249.02223,
  "charge": 2,
  "spin_multiplicity": 1,
  "gap_ev": 6.3,
  "elements": ["Sr", "C", "O", "C", "O", "C", "O", "C", "O", "C", "H", "H", "C", "H", "H", "N", "C", "C", "C", "C", "C", "C", "C", "N", "C", "C", "N", "C", "H", "H", "H", "H", "H", "H", "H"],
  "xyz": [[0.05321, -0.37765, 0.80343], [0.13743, 1.81676, 1.96351], [0.20516, 2.75466, 2.62177], [-0.01648, 1.93176, -0.58269], [-0.00216, 3.05440, -0.81467], [-2.61870, 0.29821, 0.22946], [-3.74347, 0.55349, 0.21487], [2.63674, 0.38321, 0.13031], [3.73833, 0.70296, 0.09962], [-0.01745, -2.25219, -2.85510], [0.94396, -2.76848, -2.60234], [-0.97829, -2.75361, -2.57190], [-0.01530, -0.96389, -3.26768], [-0.96826, -0.39058, -3.32253], [0.94281, -0.40106, -3.34697], [-0.07350, 1.69434, 10.74710], [-0.08693, 1.20379, 9.68661], [-0.08728, 0.65005, 8.37055], [-1.19263, 0.86886, 7.54438], [-1.24076, 0.32236, 6.27056], [-0.15978, -0.47872, 5.87228], [0.96719, -0.67748, 6.65666], [0.99411, -0.10130, 7.91199], [-0.21345, -1.10972, 4.61836], [0.60171, -2.10691, 4.11153], [0.15573, -2.40408, 2.84065], [-0.98940, -1.63974, 2.58694], [-1.10504, -0.79004, 3.64070], [-2.06056, 1.43510, 7.87345], [-2.12380, 0.47612, 5.63381], [1.81232, -1.27648, 6.29453], [1.84952, -0.25396, 8.55152], [1.32643, -2.61639, 4.68902], [0.56834, -3.12864, 2.12097], [-1.85385, -0.00254, 3.71389]],
  "forces_ev_per_angstrom": [[-0.1, -2.0, -1.7], [0.4, 4.7, 3.9], [-0.3, -3.2, -2.4], [0.0, 4.2, -1.5], [-0.1, -3.6, 0.6], [-4.7, 1.0, 0.0], [4.4, -1.0, 0.0], [4.3, 1.2, 0.0], [-3.8, -1.1, 0.0], [0.0, 0.6, 1.1], [-1.0, 0.3, -0.6], [1.0, 0.3, -0.7], [0.0, -0.1, 1.4], [0.8, -0.5, -0.4], [-0.9, -0.5, -0.4], [-0.1, -1.1, -2.2], [0.2, 1.2, 2.5], [-0.2, -0.1, -0.4], [-0.4, 0.0, -0.4], [0.4, -0.4, 0.2], [-0.1, 0.5, 0.7], [0.0, 0.0, -0.1], [0.1, 0.0, 0.2], [-0.2, -0.3, -2.0], [-0.9, 0.2, -0.7], [-0.5, 0.3, 0.7], [0.8, 1.2, 0.8], [0.0, -1.7, -0.8], [0.3, 0.0, 0.2], [0.5, -0.1, 0.5], [-0.4, 0.3, 0.3], [0.0, 0.0, 0.1], [0.6, -0.1, 0.4], [-0.5, 0.2, 0.6], [0.2, -0.4, 0.1]],
  "mulliken_charge": [1.816, -0.189, 0.077, 0.198, -0.105, 0.069, -0.023, 0.046, -0.005, -0.611, 0.304, 0.299, -0.500, 0.285, 0.287, -0.397, -0.063, 0.284, -1.003, -0.587, 2.119, -0.441, -0.967, 0.377, -0.028, -0.872, -1.128, -0.198, 0.448, 0.275, 0.254, 0.481, 0.484, 0.530, 0.483]
}



Record 5
{
  "formula": "C16H11NO4SZn",
  "method": "ωB97M-V/def2-TZVPD",
  "e_tot_ev": -85685.77798,
  "charge": 2,
  "spin_multiplicity": 1,
  "gap_ev": 7.1,
  "elements": ["Zn", "O", "C", "C", "O", "C", "O", "C", "O", "N", "S", "C", "C", "C", "C", "C", "C", "C", "C", "C", "C", "C", "C", "H", "H", "H", "H", "H", "H", "H", "H", "H", "H", "H"],
  "xyz": [[-0.35322, -0.32729, -3.10666], [-1.13951, 3.37993, -3.24704], [-1.01086, 2.27515, -3.49741], [1.61671, -1.05337, -3.28126], [2.71351, -1.36545, -3.14811], [-2.08754, -1.56786, -3.09937], [-3.00735, -2.25674, -3.02602], [-0.44882, -0.09543, -5.38894], [-0.46837, -0.07061, -6.53884], [-0.17858, 0.47964, -1.30746], [1.02988, 0.28191, -0.22820], [0.62962, 1.52599, 0.99999], [0.09818, 2.74529, 0.57414], [-0.35389, 3.66858, 1.52001], [-0.20607, 3.39986, 2.88455], [0.41962, 2.22142, 3.30603], [0.85643, 1.28992, 2.36251], [0.62737, -1.24210, 0.61999], [-0.60242, -1.38049, 1.25488], [-0.96525, -2.62014, 1.79136], [-0.08134, -3.70081, 1.70717], [1.15531, -3.55601, 1.06441], [1.50626, -2.32733, 0.50774], [-1.02034, 0.74886, -0.80077], [0.00999, 2.94928, -0.49033], [-0.82349, 4.59252, 1.18704], [-0.56796, 4.11041, 3.62398], [0.56208, 2.01190, 4.36458], [1.34499, 0.36666, 2.66078], [-1.27257, -0.52799, 1.33130], [-1.93062, -2.73317, 2.28425], [-0.34982, -4.66376, 2.14163], [1.85347, -4.38968, 0.99361], [2.44459, -2.16908, -0.01957]],
  "forces_ev_per_angstrom": [[-0.1, 1.0, 0.7], [0.3, -2.7, -0.6], [-0.4, 2.7, 0.6], [4.8, -1.6, 0.6], [-4.2, 1.2, -0.6], [-4.1, -3.2, 0.3], [3.9, 3.0, -0.3], [-0.1, 0.0, -4.6], [0.1, 0.0, 4.5], [-0.3, 0.1, -0.7], [0.0, -0.5, 0.5], [0.0, 0.6, 0.6], [-0.2, -0.1, -0.1], [0.2, -0.2, 0.1], [0.1, -0.2, -0.2], [0.1, 0.0, -0.4], [-0.1, -0.2, -0.3], [0.1, -0.4, 0.1], [-0.2, -0.3, 0.1], [0.2, 0.3, -0.1], [0.3, 0.1, -0.2], [-0.1, 0.1, 0.0], [-0.1, 0.5, -0.1], [-0.1, -0.1, -0.2], [-0.1, 0.1, 0.2], [0.2, -0.2, 0.1], [0.1, -0.1, -0.2], [0.0, 0.1, -0.3], [-0.2, 0.1, 0.2], [0.0, -0.1, 0.1], [0.3, 0.0, -0.1], [0.0, 0.3, -0.1], [-0.2, 0.2, 0.1], [0.0, -0.2, 0.2]],
  "mulliken_charge": [0.161, -0.086, 0.102, 0.414, -0.101, 0.412, -0.125, 0.398, -0.126, 0.014, 0.176, 0.250, -0.220, -0.584, -0.435, -0.600, -0.434, 0.697, -0.360, -0.768, -0.415, -0.647, -0.280, 0.316, 0.401, 0.415, 0.408, 0.416, 0.486, 0.356, 0.426, 0.431, 0.433, 0.470]
}



Record 6
{
  "formula": "C16H12BrRh",
  "method": "ωB97M-V/def2-TZVPD",
  "e_tot_ev": -89817.89969,
  "charge": 2,
  "spin_multiplicity": 1,
  "gap_ev": [4.9, 4.9],
  "elements": ["Rh", "C", "C", "C", "C", "C", "C", "H", "H", "H", "H", "H", "H", "Br", "C", "C", "C", "C", "C", "C", "C", "C", "C", "C", "H", "H", "H", "H", "H", "H"],
  "xyz": [[-1.27461, -0.04912, 0.56926], [-3.59221, 1.09218, 0.99236], [-2.69731, 1.31398, 2.05676], [-2.16471, 0.21808, 2.76736], [-2.48791, -1.10072, 2.37636], [-3.37421, -1.31442, 1.29916], [-3.94271, -0.21732, 0.62926], [-4.07081, 1.93258, 0.51016], [-2.49231, 2.32598, 2.38886], [-1.56731, 0.38948, 3.65636], [-2.12891, -1.94472, 2.95896], [-3.68941, -2.32232, 1.05346], [-4.69331, -0.38212, -0.12884], [-1.20021, 0.02318, -2.23334], [0.70859, 0.00398, -2.34054], [1.33749, 0.00228, -3.57864], [2.72649, 0.00258, -3.63844], [3.48609, 0.00388, -2.47214], [2.86769, 0.00358, -1.20544], [3.59879, 0.00438, 0.00156], [2.96419, 0.00358, 1.23416], [1.57179, 0.00058, 1.30566], [0.81599, -0.00672, 0.13446], [1.43759, 0.00028, -1.12804], [0.75529, 0.00288, -4.48694], [3.22079, 0.00188, -4.59854], [4.56639, 0.00278, -2.52924], [4.67939, 0.00538, -0.03224], [3.53679, 0.00288, 2.15146], [1.10269, 0.00118, 2.28686]],
  "forces_ev_per_angstrom": [[0.9, 0.2, -2.8], [0.1, -0.5, 0.0], [0.4, -0.1, 0.0], [0.3, -0.1, 0.1], [0.5, 0.2, 0.1], [0.0, 0.3, -0.2], [0.3, 0.0, 0.4], [0.1, 0.1, -0.2], [0.1, -0.1, -0.1], [0.0, 0.0, -0.1], [0.0, 0.1, -0.2], [0.2, 0.1, -0.1], [0.1, 0.0, -0.2], [0.6, -0.1, 1.4], [0.6, 0.0, 0.5], [-0.4, 0.0, 0.3], [0.4, 0.0, 0.5], [-0.3, 0.0, -0.2], [-0.5, 0.0, -0.2], [-0.1, 0.0, 0.1], [-0.3, 0.0, 0.3], [0.9, 0.0, 0.4], [-3.6, -0.1, 2.1], [-0.5, 0.0, -1.5], [-0.1, 0.0, -0.1], [0.0, 0.0, 0.0], [0.0, 0.0, 0.0], [0.1, 0.0, -0.1], [0.1, 0.0, -0.1], [0.0, 0.0, -0.2]],
  "mulliken_charge": [-0.109, -0.179, -0.398, -0.519, -0.436, -0.219, -0.380, 0.453, 0.438, 0.496, 0.425, 0.455, 0.486, 0.021, 0.512, -0.472, -0.669, -0.750, 0.709, -0.510, -1.022, 0.027, -0.703, 1.630, 0.441, 0.426, 0.456, 0.463, 0.430, 0.498]
}